Entry 1:
Molecular formula: C28H37N3O5S
Method: DFT, the ωB97M-V functional and the def2-TZVPD basis

Calculated values
HOMO-LUMO gap ... 9.1 eV
F_max ... 0.73 eV/Å
M ... 527.7 g/mol
Total energy ... -55180.920 eV
Net charge ... 0

Structure (XYZ):
```
74
Properties=species:S:1:pos:R:3:forces:R:3
C 6.9290 -2.2874 -0.6845 0.335 0.050 -0.213
H 7.1694 -3.1811 -0.1144 -0.023 0.043 -0.016
H 7.6434 -1.4901 -0.4682 -0.032 -0.093 -0.024
H 6.9547 -2.4963 -1.7563 0.031 -0.002 0.095
O 5.6231 -1.9015 -0.2880 -0.329 0.019 0.178
C 5.1208 -0.8209 -0.9107 0.211 0.022 -0.147
O 5.7297 -0.2101 -1.7547 -0.014 -0.061 0.035
C 3.7522 -0.4898 -0.4559 -0.277 0.164 0.128
C 3.0732 0.5514 -1.0821 0.276 -0.176 0.138
C 1.7787 0.8661 -0.7174 -0.014 0.072 -0.026
C 1.1323 0.1383 0.2747 0.186 0.064 -0.046
C 1.8267 -0.8852 0.9181 -0.021 0.217 0.031
C 3.1215 -1.1997 0.5616 0.163 0.109 -0.106
H 3.6448 -1.9997 1.0604 0.018 -0.077 0.022
H 1.3469 -1.4525 1.7013 -0.062 -0.079 0.048
C -0.2847 0.4389 0.7306 0.256 0.194 -0.199
N -0.9825 -0.7544 1.1774 -0.040 0.301 0.317
C -1.2326 -1.8492 0.4100 0.058 0.013 -0.292
O -1.8399 -2.8078 0.8513 -0.089 -0.344 -0.127
C -0.7464 -1.8402 -1.0345 -0.139 -0.185 -0.026
C 0.5103 -2.6407 -1.1709 0.274 -0.038 -0.464
C 0.9370 -3.7020 -0.4381 -0.179 0.049 -0.063
C 2.1803 -4.2112 -0.8786 0.126 -0.044 -0.066
C 2.6739 -3.5360 -1.9446 -0.105 0.251 -0.286
S 1.6317 -2.2622 -2.4402 -0.191 -0.466 0.530
H 3.5856 -3.7043 -2.4819 0.231 -0.089 -0.079
H 2.6798 -5.0441 -0.4173 0.125 -0.143 0.062
H 0.3806 -4.1079 0.3874 -0.152 -0.035 0.164
H -0.5794 -0.8375 -1.4237 -0.070 -0.047 -0.001
H -1.5333 -2.3184 -1.6296 -0.005 0.168 0.102
C -1.3922 -0.7874 2.5723 -0.437 -0.080 0.254
H -1.8865 -1.7490 2.7274 0.155 0.166 0.054
H -0.5031 -0.7401 3.2093 0.002 -0.040 0.015
C -2.3515 0.3480 2.9481 0.213 -0.187 0.057
N -1.6557 1.6218 3.0371 -0.235 0.135 0.152
C -2.4608 2.7733 2.6676 0.215 0.317 -0.018
H -2.8924 2.6047 1.6799 -0.049 0.000 -0.011
C -1.5525 4.0024 2.6095 -0.326 -0.106 -0.228
O -0.9231 4.2321 3.8490 -0.045 0.121 0.142
C -0.1682 3.1114 4.2367 0.049 -0.332 0.215
C -1.0420 1.8589 4.3325 0.228 0.267 -0.061
H -0.4224 1.0033 4.6067 0.017 -0.001 0.052
H -1.8060 2.0062 5.1161 0.032 -0.056 -0.019
H 0.2669 3.3535 5.2077 0.029 -0.066 -0.066
H 0.6382 2.9327 3.5081 -0.028 -0.001 0.082
H -2.1327 4.8995 2.3897 0.026 -0.057 -0.062
H -0.8000 3.8515 1.8217 -0.066 0.027 0.025
H -3.2734 2.9503 3.3932 -0.016 -0.004 -0.057
H -2.8442 0.0895 3.8985 -0.040 0.032 -0.042
H -3.1264 0.4260 2.1825 -0.027 -0.016 0.040
H -0.2057 1.0809 1.6230 -0.073 -0.170 -0.334
C -1.1153 1.3119 -0.2323 0.013 -0.422 0.453
O -0.7031 2.3827 -0.6292 0.215 0.447 -0.090
N -2.3430 0.8473 -0.5273 -0.404 -0.156 -0.028
H -2.6312 -0.0582 -0.1898 0.105 0.137 0.052
C -3.2469 1.5157 -1.4433 -0.085 -0.094 -0.063
C -3.3025 0.7706 -2.7796 0.091 0.410 -0.044
C -4.2558 1.4747 -3.7403 -0.134 -0.314 0.035
C -5.6510 1.5750 -3.1318 0.096 0.309 -0.070
C -5.5965 2.3136 -1.7983 -0.138 -0.321 0.040
C -4.6451 1.6101 -0.8344 0.136 0.355 -0.095
H -4.6026 2.1560 0.1109 0.029 -0.076 0.053
H -5.0145 0.6016 -0.6276 -0.024 -0.084 0.067
H -6.5938 2.3645 -1.3576 0.003 0.096 0.010
H -5.2496 3.3357 -1.9634 -0.026 0.095 0.011
H -6.3186 2.0987 -3.8179 -0.067 -0.063 -0.020
H -6.0526 0.5712 -2.9752 -0.065 -0.061 -0.018
H -4.2976 0.9266 -4.6831 0.043 0.072 -0.057
H -3.8784 2.4773 -3.9511 0.033 0.061 -0.075
H -2.3008 0.7235 -3.2112 0.052 -0.073 0.042
H -3.6468 -0.2525 -2.6053 0.015 -0.102 0.030
H -2.8359 2.5185 -1.5996 -0.077 -0.100 0.002
H 1.2697 1.6819 -1.2047 -0.020 0.027 -0.018
H 3.5750 1.1005 -1.8639 0.038 0.048 -0.078
```
Forces are in eV/Å.

***

Entry 2:
Molecular formula: C28H38GaN3O2P
Method: DFT, the ωB97M-V functional and the def2-TZVPD basis

Calculated values
HOMO-LUMO gap ... 8.5 eV
F_max ... 0.10 eV/Å
M ... 549.3 g/mol
Total energy ... -99881.031 eV
Net charge ... +1

Structure (XYZ):
```
73
Properties=species:S:1:pos:R:3:forces:R:3
Ga -1.5276 0.2905 0.2223 -0.081 0.029 -0.051
N -2.8701 0.4801 -1.5504 0.013 -0.046 0.017
C -4.0480 -0.3230 -1.1629 -0.012 0.021 -0.048
C -3.6094 -1.5087 -0.3084 0.025 -0.020 0.075
O -4.2426 -2.5284 -0.2796 0.015 0.006 -0.031
O -2.5125 -1.2927 0.3966 0.016 -0.025 -0.075
H -3.1475 1.4186 -1.8136 -0.005 0.025 0.045
H -2.4276 0.0656 -2.3663 -0.008 -0.001 -0.024
H -4.6152 -0.6851 -2.0175 0.008 -0.016 -0.004
H -4.7073 0.2965 -0.5524 0.001 -0.003 0.006
C -0.8606 -1.0860 3.0142 -0.043 0.008 -0.023
N -1.0559 0.1345 2.2287 0.053 0.004 0.074
C -1.3009 1.2409 2.8457 -0.013 0.016 -0.042
C -1.7341 2.3570 2.0775 -0.048 -0.052 0.010
C -2.0438 3.6722 2.3821 0.023 0.017 -0.004
C -2.5135 4.2486 1.1924 0.011 0.015 0.007
C -2.4792 3.2564 0.2261 0.017 -0.016 -0.020
N -2.0097 2.0996 0.7506 0.015 0.060 0.044
C 0.4607 -1.1924 3.7478 0.031 -0.041 -0.044
C 1.3567 -0.1426 3.8881 -0.043 0.021 0.042
C 2.5507 -0.3189 4.5803 -0.009 0.012 -0.002
C 2.8576 -1.5469 5.1394 0.005 -0.007 0.007
C 1.9615 -2.6017 5.0097 0.010 -0.008 0.013
C 0.7745 -2.4239 4.3216 0.017 -0.014 -0.048
H -0.9774 -1.9274 2.3337 -0.015 -0.021 0.029
H -1.6857 -1.1820 3.7253 0.021 0.062 0.043
H -1.2299 1.3084 3.9297 -0.021 -0.004 0.000
H -1.9442 4.1450 3.3462 -0.005 0.002 -0.008
H -2.8546 5.2601 1.0486 0.001 -0.001 0.004
H -2.7767 3.3388 -0.8084 -0.016 0.001 0.012
H 1.1361 0.8297 3.4660 0.029 0.004 -0.024
H 3.2373 0.5116 4.6837 -0.005 -0.002 -0.001
H 3.7845 -1.6837 5.6801 -0.002 0.001 -0.005
H 2.1893 -3.5644 5.4482 -0.001 0.004 0.000
H 0.0803 -3.2516 4.2245 0.003 0.006 -0.007
C 2.7636 -1.5384 -1.5794 -0.002 0.007 0.003
C 1.8341 -1.0467 -0.4643 0.028 -0.032 -0.001
C 2.6302 -0.2924 0.6020 0.004 0.000 0.002
C 1.1716 -2.2659 0.1849 -0.003 -0.012 0.025
P 0.4767 0.0335 -1.1534 0.016 -0.062 0.017
C -0.0909 -0.8733 -2.6294 0.015 0.028 -0.008
C -0.9405 -1.9653 -2.4215 -0.024 -0.029 0.001
C -1.3677 -2.7458 -3.4861 -0.003 -0.003 0.003
C -0.9531 -2.4472 -4.7757 0.006 0.008 -0.002
C -0.1065 -1.3698 -4.9942 -0.012 -0.015 0.002
C 0.3248 -0.5907 -3.9309 0.004 0.015 -0.019
C 1.0659 1.7497 -1.5945 0.035 0.020 -0.011
C 1.2364 2.5620 -0.2961 0.004 0.004 -0.009
C 2.3959 1.8124 -2.3558 -0.012 0.017 -0.009
C -0.0442 2.4119 -2.4235 -0.023 0.011 0.014
H 3.5541 -2.1342 -1.1177 -0.002 -0.001 -0.003
H 3.2406 -0.7289 -2.1288 -0.004 0.011 0.003
H 2.2387 -2.1769 -2.2895 -0.007 0.000 -0.005
H 3.2620 -1.0093 1.1303 0.005 0.005 0.003
H 1.9840 0.1729 1.3455 -0.017 -0.001 0.015
H 3.2811 0.4674 0.1724 0.003 -0.007 -0.006
H 1.9566 -2.8975 0.6059 0.002 -0.002 -0.008
H 0.6137 -2.8677 -0.5316 0.020 0.001 0.018
H 0.5118 -1.9819 1.0031 -0.004 0.003 -0.016
H -1.2772 -2.2201 -1.4245 -0.017 0.027 0.007
H -2.0253 -3.5848 -3.3001 0.000 0.006 0.000
H -1.2870 -3.0525 -5.6077 0.002 0.002 0.003
H 0.2254 -1.1340 -5.9964 -0.001 0.001 0.002
H 0.9874 0.2359 -4.1353 0.000 -0.008 0.006
H 2.1316 2.2759 0.2500 -0.015 0.003 0.007
H 0.3794 2.4920 0.3737 -0.016 -0.002 -0.013
H 1.3407 3.6135 -0.5722 0.017 -0.002 0.003
H 3.2233 1.4225 -1.7670 -0.001 -0.009 0.012
H 2.6115 2.8645 -2.5561 -0.002 -0.003 -0.004
H 2.3852 1.2968 -3.3131 0.002 -0.013 0.007
H -0.9654 2.5003 -1.8459 0.018 -0.017 -0.012
H -0.2582 1.8909 -3.3553 0.008 0.007 0.009
H 0.2748 3.4263 -2.6708 -0.013 0.003 -0.004
```
Forces are in eV/Å.

***

Entry 3:
Molecular formula: C28H38N4O2PdSi3
Method: DFT, the ωB97M-V functional and the def2-TZVPD basis

Calculated values
HOMO-LUMO gap ... 3.8 eV
F_max ... 1.70 eV/Å
M ... 653.3 g/mol
Total energy ... -66821.981 eV
Net charge ... -2

Structure (XYZ):
```
76
Properties=species:S:1:pos:R:3:forces:R:3
Pd 0.1834 -0.3800 0.1583 0.279 -0.618 1.216
O 2.7650 3.3445 6.9192 0.049 0.061 -0.539
C 2.8422 3.3945 5.5124 0.616 0.952 0.381
O 3.4715 4.3416 5.0416 -0.421 -0.646 0.460
C 2.1911 2.3619 4.7856 -0.307 -0.453 -0.197
C 2.2366 2.3823 3.3575 0.115 0.201 0.267
C 1.6200 1.4464 2.5980 0.184 0.244 -0.398
C 0.8643 0.3734 3.1660 -0.492 -0.358 -0.847
C 0.8254 0.3557 4.5984 -0.328 -0.538 0.491
C 1.4470 1.2961 5.3576 0.255 0.412 0.015
N 0.2098 -0.4608 2.3660 0.922 1.334 -0.501
C -0.4452 -1.5439 2.8507 -0.839 -1.190 0.850
C -1.3921 -2.2724 2.1554 0.438 0.577 0.397
C -2.0203 -3.4030 2.7792 -0.128 -0.443 0.096
C -2.9950 -4.0987 2.1344 0.186 0.058 0.319
C -3.3936 -3.6806 0.8526 -0.320 -0.038 -0.456
C -2.7302 -2.5927 0.3047 -0.438 -0.280 0.039
N -1.7691 -1.9043 0.8806 0.100 0.173 0.058
H 2.2447 2.5708 7.1610 0.036 0.029 -0.057
H 2.7820 3.2003 2.9066 0.039 0.000 -0.126
H 1.6582 1.4839 1.5115 0.024 0.051 0.113
H 0.2485 -0.4110 5.0968 0.000 0.016 0.005
H 1.3331 1.2138 6.4410 -0.019 -0.068 -0.127
H -0.2180 -1.8881 3.8611 0.009 0.006 -0.184
H -1.6813 -3.6852 3.7699 -0.029 -0.047 0.018
H -3.4671 -4.9648 2.5945 0.065 0.073 0.050
H -4.1725 -4.1989 0.3078 0.015 0.050 -0.083
H -3.0116 -2.2633 -0.6891 0.001 -0.001 -0.110
C 2.5694 0.9445 -3.3197 -0.201 0.021 0.629
Si 1.6655 0.7403 -1.5959 0.288 0.260 -0.899
C 3.1923 0.1364 -0.5132 -0.462 0.230 -0.286
C 1.3648 2.6035 -1.1845 -0.156 -0.798 0.045
C 0.1674 -0.3517 -1.9974 -0.137 0.108 0.703
Si 0.4074 -2.0786 -2.6786 0.031 -0.311 -0.597
C 2.1374 -2.8965 -2.4402 -0.542 0.507 0.128
C 0.2092 -2.0054 -4.6013 0.062 -0.005 0.631
C -0.8201 -3.4592 -2.1580 0.401 0.719 0.046
Si -1.4281 0.5716 -2.2916 0.302 -0.006 -1.052
C -1.2723 1.6939 -3.8609 -0.044 -0.185 0.651
C -3.0694 -0.3473 -2.7268 0.663 0.090 0.366
C -1.8836 1.7309 -0.8350 0.169 -0.213 -0.245
C -2.7096 2.8419 -0.9626 -0.135 0.146 -0.117
C -2.9932 3.6347 0.1370 0.176 -0.173 0.277
C -2.4233 3.2857 1.3581 -0.284 0.197 -0.365
C -1.6265 2.1553 1.4119 0.153 -0.087 0.470
N -1.3619 1.3983 0.3552 0.038 -0.161 -0.373
H 3.4349 1.6004 -3.2692 0.286 0.174 0.062
H 1.8825 1.3647 -4.0459 -0.281 0.140 -0.189
H 2.8957 -0.0120 -3.7147 0.099 -0.325 -0.049
H 3.4736 0.8850 0.2358 -0.114 0.090 -0.046
H 4.0768 -0.0328 -1.1396 -0.056 -0.018 -0.061
H 3.6950 -1.6583 0.4103 -0.301 -0.029 0.010
H 2.2992 3.1567 -1.1897 0.296 0.007 -0.044
H 0.8876 2.7528 -0.2222 -0.055 0.024 0.205
H 0.7208 3.0411 -1.9377 -0.199 0.171 -0.264
H 2.9349 -2.2958 -2.8647 0.221 0.230 -0.100
H 2.1916 -3.8835 -2.8938 -0.243 -0.130 -0.218
H 2.3282 -3.0127 -1.3799 0.046 -0.123 0.140
H 0.9027 -1.2913 -5.0309 0.207 0.244 -0.100
H -0.7945 -1.6945 -4.8726 -0.314 0.126 -0.071
H 0.3896 -2.9705 -5.0672 0.048 -0.281 -0.037
H -0.8589 -3.5240 -1.0752 0.017 -0.055 0.167
H -0.5323 -4.4319 -2.5496 0.247 -0.103 -0.170
H -1.8270 -3.2594 -2.5096 -0.253 0.105 -0.054
H -1.1333 1.0558 -4.7276 0.056 -0.242 -0.200
H -0.4152 2.3556 -3.8044 0.232 0.141 0.031
H -2.1544 2.3029 -4.0445 -0.244 0.114 0.014
H -2.8519 -1.2394 -3.3020 0.049 -0.295 -0.167
H -3.7234 0.2774 -3.3307 0.027 0.266 -0.090
H -3.6232 -0.6448 -1.8450 -0.072 -0.102 0.237
H -3.1177 3.0862 -1.9340 -0.050 0.018 -0.074
H -3.6417 4.5003 0.0516 0.058 -0.006 -0.013
H -2.5960 3.8786 2.2467 0.034 -0.058 0.026
H -1.1744 1.8497 2.3488 0.065 -0.109 -0.040
N 2.8642 -1.1177 0.1617 0.960 0.089 -0.039
C 1.7138 -1.6511 0.4165 -1.099 0.037 -0.029
```
Forces are in eV/Å.

***

Entry 4:
Molecular formula: C28H38N4O3P2SZn
Method: DFT, the ωB97M-V functional and the def2-TZVPD basis

Calculated values
HOMO-LUMO gap (spin up / spin down) ... 5.6 / 7.6 eV
F_max ... 2.92 eV/Å
M ... 638.0 g/mol
Total energy ... -119580.355 eV
Net charge ... 0

Structure (XYZ):
```
77
Properties=species:S:1:pos:R:3:forces:R:3
Zn -0.3370 -1.8083 -0.4598 -0.040 -0.133 1.658
C -0.6198 2.2762 4.8205 0.033 0.092 1.494
C -1.2585 1.8922 3.5814 -1.377 0.373 0.316
C -0.6555 1.7357 2.2814 0.681 -1.048 -1.712
C 0.7258 0.9858 2.2418 -0.506 0.159 0.085
C 1.9356 1.8660 2.4249 0.025 -0.451 -0.267
C 1.9838 3.0874 2.9475 0.707 0.274 -0.443
C 0.8786 3.9473 3.4792 -0.216 0.506 0.387
C 0.2605 3.5337 4.8261 -0.212 0.005 -0.177
C 0.3169 -2.7448 1.1258 -0.285 -0.283 0.049
H -1.4028 2.3826 5.6020 0.447 0.054 -0.413
H -2.2750 1.5363 3.6896 0.057 0.205 -0.070
H -0.5724 2.6800 1.7068 -0.030 -0.452 0.115
H -1.3716 1.1053 1.7212 0.471 0.280 0.059
H 0.7126 0.1897 3.0106 0.117 0.273 -0.368
H 0.8007 0.4547 1.2709 0.004 0.350 0.340
H 2.8556 1.4080 2.0290 -0.259 0.385 0.344
H 2.9412 3.6311 2.9381 -0.218 -0.607 0.021
H 0.0764 4.1175 2.7440 0.323 -0.061 0.330
H 1.3215 4.9359 3.6584 -0.164 -0.119 -0.076
H 1.0267 3.4414 5.6069 -0.122 -0.060 -0.199
H -0.3956 4.3618 5.1200 0.052 -0.132 0.077
H -0.5026 -3.1446 1.7275 0.258 -0.082 0.077
H 0.9244 -2.0854 1.7469 0.002 -0.059 0.026
H 0.9411 -3.5695 0.7504 -0.159 0.118 0.298
P 1.3952 -1.4515 -1.9560 1.406 0.222 -2.552
P -1.9317 -0.9971 -1.8213 -0.434 1.023 -1.770
N 2.7416 -0.3497 -1.9936 0.387 0.434 0.473
N 2.1850 -2.7026 -2.9165 0.123 -0.659 -0.347
N -2.0559 0.7457 -2.0119 -0.248 0.871 0.152
N -3.5790 -1.3207 -2.3009 -0.834 -0.743 0.022
C 0.4054 -0.7241 -3.3069 -0.316 0.061 -0.261
C -0.9966 -1.3582 -3.3698 0.068 0.022 -0.024
C 3.5821 -0.0942 -0.9084 0.373 0.733 -0.847
C 4.5700 0.7949 -1.3179 -0.974 -0.694 -0.160
C 4.3435 1.0844 -2.7051 -0.982 -1.009 0.279
C 3.2416 0.3437 -3.1036 0.332 0.385 0.825
C 2.4557 -3.9933 -2.4686 0.198 -0.115 -1.032
C 2.9356 -4.7425 -3.5377 -0.399 0.791 0.450
C 2.9620 -3.8834 -4.6868 -0.224 0.559 0.793
C 2.5354 -2.6380 -4.2732 -0.137 -0.642 0.201
C -2.2325 1.6419 -0.9541 0.274 0.613 -0.910
C -2.1149 2.9400 -1.4397 -0.083 -1.082 0.094
C -1.9046 2.8480 -2.8528 -0.004 -0.974 0.203
C -1.8921 1.5031 -3.1802 0.080 0.473 0.688
C -4.3468 -0.6271 -3.2562 -0.462 -0.959 0.052
C -5.4010 -1.4358 -3.6622 1.284 0.064 0.884
C -5.2968 -2.6736 -2.9295 1.000 0.740 0.325
C -4.1859 -2.5721 -2.0994 -0.710 0.578 -0.993
H 0.9017 -0.8556 -4.2739 -0.177 0.064 0.289
H 0.3358 0.3509 -3.1114 -0.071 -0.136 -0.023
H -1.5469 -0.9857 -4.2398 0.005 -0.077 0.158
H -0.9569 -2.4551 -3.4623 0.078 0.340 -0.046
H 3.3940 -0.5833 0.0360 0.043 0.136 0.000
H 5.3658 1.1900 -0.7130 0.015 -0.011 0.125
H 4.9051 1.7463 -3.3404 0.092 -0.014 -0.008
H 2.7715 0.2524 -4.0710 0.077 0.183 0.192
H 2.2859 -4.2452 -1.4297 -0.008 -0.057 -0.191
H 3.2311 -5.7795 -3.5204 -0.043 0.044 0.121
H 3.2391 -4.1392 -5.7006 0.083 0.011 0.190
H 2.4391 -1.7197 -4.8437 0.120 -0.467 0.181
H -2.4610 1.2723 0.0343 0.169 0.079 -0.117
H -2.1510 3.8496 -0.8546 -0.118 -0.189 -0.049
H -1.7582 3.6645 -3.5471 -0.074 -0.125 0.094
H -1.7749 1.0228 -4.1387 0.032 0.143 0.108
H -4.1067 0.3859 -3.5305 0.049 -0.073 -0.012
H -6.1440 -1.1759 -4.4009 0.018 0.028 0.125
H -5.9555 -3.5212 -3.0346 0.050 0.013 0.190
H -3.7848 -3.2492 -1.3666 0.084 -0.122 -0.035
C -0.5333 -0.2325 7.4207 -0.070 -0.139 -0.288
S -0.5124 -0.2806 5.6328 1.111 0.611 -0.446
O -1.8756 -0.2108 5.1676 0.594 -0.334 0.393
O 0.2410 1.1437 5.3183 -0.531 -1.199 0.240
O 0.3853 -1.3128 5.1623 -0.909 0.913 0.564
H -1.2245 0.5683 7.6936 0.194 -0.088 0.047
H 0.4772 -0.0601 7.7952 -0.164 0.028 -0.141
H -0.9127 -1.1940 7.7790 0.047 0.158 -0.156
```
Forces are in eV/Å.